This record from OMol25 describes a 11-piece molecular cluster, C29H52Br14O12 overall in a non-equilibrium geometry. The level of theory is ωB97M-V/def2-TZVPD.

Geometry as XYZ:
```
107
Properties=species:S:1:pos:R:3:forces:R:3
C -0.039063 1.060443 -7.062750 -0.6 0.3 0.6
C -0.100813 0.689403 -5.569240 1.6 0.5 -1.3
C -0.009383 1.891183 -4.614110 0.4 0.1 -1.6
O -1.056223 1.623883 -3.716970 0.5 0.2 1.6
C -1.757153 0.556513 -4.072780 -4.3 -1.2 -0.8
O -2.817293 0.169263 -3.572790 3.4 1.0 -0.6
O -1.333863 0.072173 -5.285430 -0.1 0.1 1.4
H 0.794457 1.723623 -7.294080 0.2 -0.2 0.1
H -0.948253 1.633103 -7.245880 -0.1 0.1 -0.1
H -0.062843 0.220863 -7.757480 0.2 -0.1 0.3
H 0.713457 0.042393 -5.243000 -0.1 -0.4 -0.4
H -0.140153 2.862603 -5.090910 -0.7 0.0 -0.2
H 1.007607 1.976013 -4.231190 -0.2 -0.5 1.0
C 4.146307 1.567523 -0.531370 0.2 -0.8 0.0
C 3.130967 0.580463 0.060090 1.2 0.5 -1.1
C 3.637387 -0.838697 0.106600 0.7 0.0 -1.7
O 3.317357 -1.303937 1.364500 -0.7 -1.6 1.6
C 2.887917 -0.311047 2.129560 -0.7 0.1 3.0
O 2.558997 -0.386177 3.311050 0.7 -0.2 -2.6
O 2.905967 0.807543 1.433140 -1.0 2.0 0.2
H 3.882097 2.622473 -0.458110 -0.1 -0.2 0.2
H 4.294807 1.313673 -1.580940 -0.4 0.1 -0.3
H 5.138577 1.356693 -0.132550 0.0 0.4 0.5
H 2.257417 0.588633 -0.591790 -0.7 0.4 0.7
H 4.725577 -0.872627 0.053690 0.0 -0.2 -0.6
H 3.098797 -1.395287 -0.660360 0.5 -0.5 0.1
C 1.424537 4.298363 0.723710 -1.6 -1.8 0.1
C 1.635557 5.669343 1.249540 0.1 -0.2 1.0
C 1.298317 5.980083 2.732860 -0.5 -0.5 -0.7
O 2.546617 6.058943 3.396450 0.9 0.2 -0.1
C 3.540517 6.037093 2.478200 3.8 0.7 0.8
O 4.756847 6.256493 2.694790 -4.7 -0.9 -0.6
O 3.034167 5.714043 1.281840 2.3 1.6 -0.5
H 0.539677 3.786043 1.101390 -0.8 0.6 -0.3
H 2.136757 3.567553 1.106810 0.7 0.5 -0.2
H 1.381087 4.309363 -0.365370 0.2 -0.2 0.1
H 1.213347 6.432883 0.596210 0.2 0.0 -0.1
H 0.730357 5.139743 3.132030 -0.2 0.4 0.4
H 0.812117 6.952023 2.816770 -0.3 -0.3 0.2
Br -0.179613 1.929003 4.046520 0.2 -0.4 0.3
C -0.391413 0.512883 5.417740 -1.3 0.0 -0.2
C -1.354073 -0.524817 4.839490 0.9 0.2 0.6
Br -1.662393 -1.799817 6.356250 0.0 0.4 -0.9
H -0.901893 1.016583 6.238580 0.5 0.0 0.1
H 0.551727 0.054463 5.715110 0.0 0.4 -0.3
H -0.873023 -1.001527 3.985420 -0.4 -0.4 0.3
H -2.309543 -0.090617 4.545150 0.1 -0.2 0.2
Br -2.387233 -4.487577 -2.293920 1.3 0.9 0.2
C -0.799703 -3.289247 -1.949120 -0.2 1.2 -1.4
C -0.309893 -2.645717 -3.285850 0.8 -0.2 -0.1
Br 1.279007 -1.370267 -2.859270 -1.2 -1.0 -0.3
H 0.044157 -3.775207 -1.459370 -0.4 -0.5 -0.2
H -1.127523 -2.487647 -1.287260 -0.3 -0.2 -0.1
H -0.947413 -2.072047 -3.958580 -0.6 0.4 1.1
H 0.098097 -3.324287 -4.034980 0.5 -0.5 0.7
Br -3.260393 3.446883 0.537030 0.0 -1.3 1.4
C -3.608613 2.050293 1.991710 -0.5 0.5 1.0
C -5.056423 1.638603 1.958780 -0.3 0.2 -0.4
Br -6.181613 3.227213 2.425000 0.2 -0.9 -0.5
H -3.447623 2.499863 2.971540 0.3 0.7 -0.4
H -2.943933 1.186563 2.008260 0.2 0.1 -1.0
H -5.374933 0.904803 2.699180 0.6 0.1 0.3
H -5.246243 1.168743 0.993740 -0.7 0.6 -0.1
Br -3.128623 3.811023 -5.164910 -0.1 0.6 0.6
C -2.715403 5.059903 -3.698640 1.8 0.2 0.7
C -1.704003 4.388713 -2.730880 -1.0 -0.5 -0.8
Br -1.178843 5.630313 -1.305250 -0.3 -0.3 -0.6
H -3.586543 5.453933 -3.175230 -0.1 -0.4 -0.3
H -2.129833 5.883433 -4.107290 -0.6 0.1 -0.5
H -0.819373 4.076193 -3.285740 0.1 0.4 0.2
H -2.140713 3.465313 -2.350470 0.1 0.3 0.6
Br 3.762547 -6.218307 2.160190 0.3 1.2 0.2
C 3.856767 -4.205007 2.365290 -1.1 -0.6 -0.1
C 3.403177 -3.750297 3.755870 0.2 -0.8 0.1
Br 1.629307 -4.436907 4.369080 0.9 0.1 -0.2
H 3.214797 -3.841257 1.563010 0.0 0.0 0.2
H 4.881177 -3.907127 2.141820 -0.1 -0.1 0.3
H 3.347407 -2.669067 3.882090 0.0 -0.1 -0.4
H 4.113497 -4.161177 4.473320 -0.2 0.1 0.1
Br 3.399797 -5.881657 -1.999480 -0.6 0.0 0.7
C 1.750487 -6.403227 -1.008610 -0.2 -0.9 -0.4
C 0.805657 -6.910887 -2.096010 -0.5 0.7 0.1
Br -0.887193 -7.711427 -1.364370 1.2 0.3 -0.2
H 1.358307 -5.563007 -0.435610 0.2 0.1 -0.3
H 1.974627 -7.206227 -0.306430 0.4 0.2 -0.1
H 1.279217 -7.615297 -2.779860 -0.2 -0.2 0.4
H 0.482267 -6.049477 -2.680390 -0.2 -0.2 -0.1
Br -4.676173 -4.216587 3.114110 -0.3 1.2 -0.7
C -4.492633 -2.494787 2.048000 1.1 -0.2 0.1
C -4.335753 -2.851417 0.561270 0.2 0.3 1.1
Br -3.859983 -1.175237 -0.434990 -0.6 -1.0 0.2
H -3.605063 -2.066097 2.513350 0.3 -0.2 -0.5
H -5.234543 -1.710797 2.199730 -0.7 -0.8 0.2
H -5.262923 -3.323547 0.236380 0.1 0.5 -0.5
H -3.525873 -3.560947 0.391690 0.0 0.3 0.0
C 0.153087 -2.992827 1.892740 -0.5 -0.4 1.1
O 0.149317 -2.029717 0.885290 0.1 1.5 -2.2
C -0.627543 -0.921327 0.923290 -2.9 -1.5 2.9
O -1.515243 -0.748527 1.817570 3.4 0.1 -3.2
O -0.394443 -0.226417 -0.185760 0.6 -1.1 0.7
C -0.724953 1.131593 -0.206100 -0.6 1.6 0.1
H 0.611617 -3.939157 1.605840 0.6 0.5 -0.7
H -0.857813 -3.339077 2.107930 -0.2 0.6 0.7
H 0.737447 -2.563997 2.706830 -0.6 -0.3 0.3
H -0.086653 1.710893 0.461050 0.0 -0.2 0.3
H -1.767023 1.323863 0.049280 0.2 -0.3 0.0
H -0.545423 1.535863 -1.202310 0.0 -0.5 -0.1
```
Positions in Å, forces in eV/Å.

Computed properties:
HOMO in eV: -10.0
Lowest unoccupied orbital energy in eV: -0.4204
SMILES: C[C@H]1COC(=O)O1.C[C@H]1COC(=O)O1.C[C@H]1COC(=O)O1.COC(=O)OC.BrCCBr.BrCCBr.BrCCBr.BrCCBr.BrCCBr.BrCCBr.BrCCBr
HOMO-LUMO gap in eV: 9.62

This record from OMol25 describes one molecule with the formula C2HClN2O2 in a non-equilibrium geometry. The level of theory is ωB97M-V/def2-TZVPD.

Geometry as XYZ:
```
8
Properties=species:S:1:pos:R:3:forces:R:3
C -0.198050 0.124539 -0.867491 -0.5 -2.7 -0.7
C -0.099742 -0.290710 1.167186 2.5 1.1 3.0
H 0.982652 1.162243 -1.429243 -0.3 -0.3 -2.9
N -1.112138 -0.777115 -0.616476 0.3 1.8 -0.4
N -1.064993 -0.936341 0.794870 -2.8 -2.4 -1.9
O 0.366007 0.592053 -2.023017 0.3 1.1 4.0
O 0.535149 0.411355 0.249203 0.6 1.2 -1.1
Cl 0.591115 -0.286023 2.724968 -0.2 0.2 0.0
```
Positions in Å, forces in eV/Å.

Computed properties:
HOMO in eV: -10.3
Lowest unoccupied orbital energy in eV: 0.2643
Energy relative to the best compared isomer or geometry (same formula, charge and spin) in kJ/mol: 153.87
SMILES: Oc1nnc(Cl)o1
HOMO-LUMO gap in eV: 10.53

This record from OMol25 describes C19H33Cl2N2O4PdS as an isolated structure in a non-equilibrium geometry. The level of theory is ωB97M-V/def2-TZVPD.

Geometry as XYZ:
```
62
Properties=species:S:1:pos:R:3:forces:R:3
O -0.266162 4.682461 -1.272217 0.2 1.9 -1.7
C -0.098893 5.348855 -2.283881 -0.3 -0.4 1.9
C -1.125816 6.353761 -2.693043 -0.5 0.2 0.0
C -2.256391 6.521615 -1.864673 -0.2 0.2 -0.4
H -2.306141 6.017096 -0.890592 0.1 0.0 -0.6
C -3.314156 7.332322 -2.293802 0.5 0.1 -0.3
H -4.206662 7.437289 -1.667428 0.4 0.0 -0.3
C -3.212186 8.007279 -3.527516 0.2 -0.3 0.2
H -4.043450 8.625536 -3.871156 0.3 -0.1 0.1
C -2.052974 7.890912 -4.309153 -0.2 0.2 0.1
H -1.967725 8.435518 -5.252708 -0.1 -0.1 0.3
C -1.002490 7.082117 -3.883758 -0.2 -0.4 0.6
H -0.071593 6.990311 -4.442247 -0.3 0.0 -0.1
H 0.829757 5.290632 -2.909058 -0.4 -0.2 0.3
C -1.024779 -0.008039 -2.947379 0.0 -0.5 0.0
C -0.206761 -0.716521 -1.926589 0.4 -0.8 0.0
H -1.274129 -0.684619 -3.771360 -0.3 0.3 -0.3
H -0.468218 0.872313 -3.293530 -0.1 -0.2 -0.1
H -1.918016 0.361678 -2.426792 0.0 -0.1 -0.4
C 0.295349 -1.968251 -1.933353 -0.6 1.0 -0.5
C 0.130891 -3.008203 -3.022072 0.0 0.0 0.1
H 0.919358 -2.244614 -1.088786 0.0 -0.2 0.1
H -0.453695 -2.630485 -3.874630 0.2 -0.2 0.3
H -0.376212 -3.903292 -2.623657 0.1 0.1 -0.2
H 1.116945 -3.333584 -3.383785 -0.2 0.0 -0.1
Pd -0.017072 0.538009 -0.338666 0.5 -1.0 0.9
Cl -2.315697 0.674079 0.328351 -1.1 0.0 0.0
Cl 1.067152 2.418942 -1.131788 0.9 0.4 -0.7
H -1.173149 4.266031 2.372138 0.1 0.0 -0.1
H -2.564384 3.163269 4.034295 -0.1 -0.1 0.1
C -1.070774 3.331533 1.809013 -0.2 -0.1 -0.2
C -2.450801 2.211742 3.504265 0.3 -0.1 0.2
N -1.214539 2.234682 2.747393 0.0 0.2 0.3
H -0.107019 3.281391 1.295620 -0.2 0.0 0.1
C -0.346431 1.212303 2.788064 0.7 -0.4 -0.8
O 0.549531 1.007267 1.948929 -0.7 0.6 1.6
H -2.428602 1.391677 4.232518 0.0 0.2 -0.2
H -0.486999 0.528898 3.647491 -0.1 0.1 -0.4
H -1.864524 3.280798 1.055041 0.2 0.0 0.0
H -3.315204 2.074792 2.843959 0.2 -0.1 -0.1
H 5.429867 -1.392084 0.928711 0.0 -0.1 0.1
H 5.884261 1.011658 1.448958 0.0 0.1 0.0
C 4.833494 -1.076723 0.070008 0.1 0.1 0.0
C 5.274475 1.286396 0.581624 -0.4 -0.1 -0.1
N 4.297350 0.243879 0.325399 1.0 -0.2 0.0
H 4.038720 -1.800131 -0.120443 0.0 0.3 0.1
C 2.998053 0.520366 0.252805 -2.3 -1.2 -0.3
O 2.118213 -0.348065 0.043680 1.9 1.3 0.3
H 4.738936 2.223424 0.776149 0.3 -0.2 0.0
H 2.744060 1.585323 0.359131 0.0 -0.3 0.1
H 5.511024 -1.036468 -0.788224 -0.1 0.0 -0.1
H 5.932199 1.408554 -0.287611 0.0 0.1 0.1
C 0.239258 -4.005545 1.908505 -0.1 -0.3 0.2
S -0.391609 -2.341178 1.709057 0.3 1.3 -0.7
C -2.055218 -2.641348 1.079767 -0.3 -0.4 0.1
O -0.512882 -1.765355 3.073988 -0.1 -0.3 0.6
H 0.062430 -4.600274 1.012138 0.0 0.1 0.0
H -0.242763 -4.458952 2.779977 0.1 0.0 -0.1
H 1.316367 -3.897929 2.076168 -0.2 -0.1 0.0
H -2.802379 -2.134106 1.714042 0.6 -0.2 -0.1
H -2.088991 -2.188087 0.088844 0.0 -0.1 0.0
H -2.220216 -3.721743 1.032056 -0.2 0.1 0.0
```
Positions in Å, forces in eV/Å.

Computed properties:
HOMO (alpha / beta) in eV: -2.3 / -4.1
Lowest unoccupied orbital energy (alpha / beta) in eV: 2.4585 / 2.4584
Net charge: -1
<S²>: 2.005
Energy relative to the best compared isomer or geometry (same formula, charge and spin) in kJ/mol: 30.72
Multiplicity: 3
HOMO-LUMO gap (alpha / beta) in eV: 4.72 / 6.59

This record from OMol25 describes a 2-piece molecular cluster, C4H12 overall in a non-equilibrium geometry. The level of theory is ωB97M-V/def2-TZVPD.

Geometry as XYZ:
```
16
Properties=species:S:1:pos:R:3:forces:R:3
C 1.740512 -1.780323 0.562813 -0.2 -1.4 1.8
C 2.046100 -0.518982 -0.188827 -0.4 -1.0 -1.7
H 0.751524 -1.897979 1.026720 -0.2 0.6 -0.4
H 2.384989 -1.885026 1.455501 0.1 -0.1 -0.5
H 1.838182 -2.709312 -0.034548 0.3 0.7 0.1
H 1.923772 0.419861 0.332645 0.4 0.0 0.4
H 3.020753 -0.714909 -0.663096 0.0 0.9 0.4
H 1.349912 -0.482678 -1.033685 0.0 0.2 0.0
C -1.226887 0.846168 -0.006858 1.3 0.3 -0.2
C -2.534952 1.524823 -0.368614 -1.6 -0.3 0.4
H -1.210364 -0.243217 0.108090 -0.4 0.2 0.0
H -0.778671 1.291192 0.894127 -0.4 -0.3 0.0
H -0.455448 1.067617 -0.740905 0.0 -0.1 -0.4
H -2.643770 2.063811 -1.316627 0.9 0.2 0.2
H -3.390636 0.840899 -0.497124 0.4 -0.2 0.5
H -2.815020 2.178049 0.470381 -0.1 0.1 -0.5
```
Positions in Å, forces in eV/Å.

Computed properties:
HOMO in eV: -11.4
Lowest unoccupied orbital energy in eV: 1.1478
Energy relative to the best compared isomer or geometry (same formula, charge and spin) in kJ/mol: 49.49
SMILES: CC.CC
HOMO-LUMO gap in eV: 12.50

This record from OMol25 describes CHF6FeN3O15S6 as an isolated structure in a non-equilibrium geometry. The level of theory is ωB97M-V/def2-TZVPD.

Geometry as XYZ:
```
33
Properties=species:S:1:pos:R:3:forces:R:3
Fe 0.074977 -0.144406 -0.429615 1.9 -1.7 -2.8
O 1.289717 -1.585986 -3.911705 -0.3 1.3 2.2
C 0.939797 -1.044196 -2.701855 5.8 -2.3 1.6
O -0.155573 -0.688866 -2.438955 -8.0 2.4 -0.5
O 1.684907 -0.977436 -1.657405 1.9 -0.1 -1.1
H 0.463587 -1.432446 -4.375965 -0.3 -0.3 -0.9
N 0.177657 -1.755876 0.549725 4.7 -0.5 3.3
S -0.624153 -3.047236 0.736455 -5.9 -4.6 -4.5
O -1.150273 -3.269956 2.048715 0.9 0.0 -1.0
O -0.157393 -4.111476 -0.153775 -1.1 1.5 2.1
F -1.830433 -2.454316 -0.190455 0.0 -0.3 0.9
S 1.535607 -2.468576 1.544235 6.1 1.4 3.6
O 1.934367 -3.846866 1.252745 -1.4 2.9 0.1
O 1.623777 -2.022616 2.938355 -2.1 -1.0 -2.5
F 2.773207 -1.575206 1.043865 -1.4 -0.5 -1.3
N 1.100227 1.269154 0.277735 3.1 4.9 -0.7
S 1.397367 2.021244 1.664725 -1.9 -2.9 9.3
O 0.593007 3.160014 1.987205 1.1 -0.2 -1.1
O 2.723037 1.812954 2.235935 -1.6 1.2 -2.1
F 0.602647 0.912094 2.525555 -0.1 -0.2 -0.6
S 2.071977 2.542754 -0.452775 4.9 -0.3 -6.0
O 3.517177 2.232034 -0.453955 -3.6 0.3 0.5
O 1.731477 3.932924 -0.268625 -0.6 -2.2 -0.2
F 1.672967 2.126974 -1.979995 -0.4 0.5 1.4
N -1.655213 0.516764 -0.051875 -4.3 3.0 -1.8
S -2.869513 0.678294 0.960235 -2.1 -3.6 12.2
O -4.269503 0.383174 0.672195 2.5 0.9 -1.2
O -2.620633 1.626014 2.055605 -0.3 -0.5 -3.1
F -2.490473 -0.643956 1.836765 0.1 0.0 -1.2
S -2.529403 1.695864 -0.959015 0.9 3.6 -7.9
O -2.619333 3.039434 -0.418895 -0.2 -2.5 0.3
O -3.577813 1.158804 -1.820295 1.9 0.6 2.1
F -1.357773 1.960914 -2.064875 -0.1 -0.7 1.0
```
Positions in Å, forces in eV/Å.

Computed properties:
HOMO (alpha / beta) in eV: -9.0 / -8.7
Lowest unoccupied orbital energy (alpha / beta) in eV: 0.4025 / -1.1583
Net charge: -1
<S²>: 8.763
Energy relative to the best compared isomer or geometry (same formula, charge and spin) in kJ/mol: 0.00
Multiplicity: 6
HOMO-LUMO gap (alpha / beta) in eV: 9.40 / 7.56

| no. | E_tot (a.u.) |
| --- | --- |
| 1 | -38075.26580 |
| 2 | -796.93738 |
| 3 | -2600.67585 |
| 4 | -159.56612 |
| 5 | -5583.44692 |